The following is a DFT calculation (ωB97M-V/def2-TZVPD) of 8 unconnected molecules or ions with the total composition C47H58BrCl15FI2NOS2 at a distorted geometry.

Properties
- E_HOMO (eV) = -7.94
- frontier orbital gap (eV) = 7.6906
- SMILES string = C#Cc1c(Cl)c2c(c(C#C)c1CCCI)Sc1c(F)c(I)c(COc3cc(C)ccc3C(C)C)c(Br)c1N2CCCS.ClCCCl.ClCCCl.ClCCCl.ClCCCl.ClCCCl.ClCCCl.ClCCCl
- electronic energy (eV) = -351674.549

Geometry as ORCA input:
```
! wB97M-V def2-TZVPD RIJCOSX def2/J DEFGRID3
* xyz 0 1
C 5.704 0.250 2.944
C 4.895 0.023 2.053
C 3.880 -0.646 1.095
C 2.444 -0.170 1.062
Cl 2.017 1.159 2.182
C 1.451 -0.817 0.112
C 1.997 -1.898 -0.753
C 3.409 -2.396 -0.755
C 3.815 -3.530 -1.731
C 4.072 -4.113 -2.778
C 4.371 -1.766 0.214
C 5.840 -2.327 0.242
C 6.621 -2.099 -1.128
C 7.516 -0.786 -0.961
I 6.258 0.899 -1.620
S 0.846 -2.721 -1.933
C -0.767 -2.498 -1.060
C -1.813 -3.518 -1.322
F -1.514 -4.567 -2.178
C -3.141 -3.420 -0.637
I -4.560 -4.989 -1.031
C -3.355 -2.240 0.259
C -4.751 -2.026 0.991
O -5.370 -0.795 0.490
C -6.506 -1.088 -0.298
C -6.368 -1.878 -1.557
C -7.512 -2.284 -2.446
C -7.198 -3.165 -3.716
C -8.893 -1.823 -2.062
C -9.067 -0.996 -0.823
C -7.902 -0.639 0.064
C -8.192 0.238 1.343
C -8.898 -0.599 2.493
C -9.114 1.471 0.847
C -2.283 -1.200 0.526
Br -2.650 0.308 1.748
C -0.921 -1.315 -0.139
N 0.085 -0.338 0.178
C -0.132 1.021 -0.371
C -1.085 1.153 -1.622
C -0.350 0.724 -3.006
S -0.229 2.177 -4.180
H 6.525 0.581 3.644
H 4.183 -4.796 -3.662
H 5.755 -3.438 0.494
H 6.388 -1.873 1.130
H 5.874 -1.896 -1.949
H 7.203 -3.032 -1.380
H 8.411 -0.880 -1.638
H 7.785 -0.574 0.113
H -4.545 -1.831 2.089
H -5.416 -2.926 0.864
H -5.335 -2.194 -1.864
H -7.892 -4.069 -3.731
H -7.185 -2.600 -4.686
H -6.160 -3.604 -3.546
H -9.800 -2.072 -2.687
H -10.100 -0.632 -0.563
H -7.219 0.724 1.680
H -9.313 0.109 3.268
H -9.739 -1.236 2.093
H -8.117 -1.241 3.002
H -8.857 2.436 1.389
H -10.219 1.250 0.951
H -8.872 1.646 -0.250
H -0.491 1.737 0.436
H 0.887 1.425 -0.695
H -2.107 0.690 -1.512
H -1.275 2.271 -1.748
H 0.705 0.435 -2.690
H -0.910 -0.123 -3.495
H -0.925 3.239 -3.649
Cl 7.173 4.848 5.093
C 8.188 3.773 6.084
C 8.917 2.744 5.247
Cl 7.802 1.542 4.539
H 7.552 3.302 6.834
H 8.912 4.406 6.599
H 9.622 2.192 5.870
H 9.473 3.211 4.434
Cl 2.651 2.157 5.917
C 2.377 0.405 5.752
C 3.545 -0.408 6.264
Cl 4.990 -0.228 5.234
H 2.170 0.193 4.704
H 1.482 0.169 6.330
H 3.286 -1.468 6.264
H 3.817 -0.123 7.282
Cl -6.288 -4.601 -6.021
C -5.329 -5.753 -5.060
C -4.632 -6.780 -5.924
Cl -5.781 -7.907 -6.689
H -5.994 -6.224 -4.334
H -4.588 -5.168 -4.511
H -3.958 -7.382 -5.313
H -4.046 -6.308 -6.713
Cl 11.227 6.256 6.376
C 12.627 5.177 6.157
C 12.890 4.870 4.698
Cl 11.610 3.857 3.984
H 12.448 4.268 6.731
H 13.491 5.687 6.588
H 13.824 4.316 4.599
H 12.970 5.781 4.105
Cl 4.224 3.051 -3.048
C 3.367 2.742 -4.578
C 4.235 3.023 -5.785
Cl 4.579 4.761 -5.976
H 2.461 3.346 -4.586
H 3.075 1.690 -4.570
H 3.722 2.702 -6.692
H 5.187 2.495 -5.726
Cl 6.804 7.829 0.261
C 5.605 7.064 -0.813
C 4.853 5.945 -0.127
Cl 5.895 4.542 0.210
H 6.125 6.710 -1.703
H 4.907 7.847 -1.116
H 4.046 5.592 -0.772
H 4.416 6.276 0.816
Cl -12.768 -0.380 -2.137
C -13.611 -1.925 -1.869
C -13.572 -2.354 -0.419
Cl -11.930 -2.808 0.101
H -13.161 -2.675 -2.521
H -14.646 -1.780 -2.183
H -14.204 -3.232 -0.275
H -13.930 -1.564 0.243
*
```

---

The following is a DFT calculation (ωB97M-V/def2-TZVPD) of 6 unconnected molecules or ions with the total composition C47H58Cl2IN2OS at a distorted geometry.

Properties
- E_HOMO (eV) = -10.52
- frontier orbital gap (eV) = 5.6595
- electronic energy (eV) = -98668.101

Geometry as ORCA input:
```
! wB97M-V def2-TZVPD RIJCOSX def2/J DEFGRID3
* xyz 1 1
C 1.364 1.270 4.346
C 0.300 2.498 4.107
O -0.949 2.385 4.882
C -1.867 1.379 4.263
C -3.048 2.094 3.349
C -2.756 2.001 1.738
C -2.890 3.426 0.928
C -3.320 3.208 -0.673
C -2.579 1.874 -1.238
C -0.909 1.908 -1.114
C -0.091 0.541 -1.629
C 1.538 0.365 -1.577
Cl 2.201 0.278 -3.341
C 2.335 1.508 -0.713
C 3.568 0.871 0.220
Cl 3.089 2.863 -1.793
C -1.122 -0.641 -2.212
C -0.448 -2.070 -2.762
S -1.699 -3.418 -2.252
C -0.873 -5.114 -2.263
C -1.106 -5.884 -0.805
N -2.602 -0.521 -2.285
N -3.171 0.623 -1.814
I -5.277 0.573 -1.958
H 0.878 0.280 4.772
H 1.806 0.986 3.288
H 2.251 1.549 5.089
H -0.025 2.631 2.972
H 0.840 3.500 4.418
H -2.425 0.863 5.178
H -1.287 0.527 3.709
H -3.300 3.198 3.703
H -4.030 1.447 3.546
H -1.629 1.650 1.602
H -3.424 1.134 1.315
H -3.699 4.123 1.430
H -1.862 3.989 0.937
H -2.965 4.167 -1.287
H -4.483 3.218 -0.689
H -0.339 2.830 -0.653
H 1.805 -0.678 -1.083
H 1.644 2.087 0.064
H 4.500 0.550 -0.412
H 3.133 -0.012 0.891
H 3.887 1.727 0.983
H 0.591 -2.299 -2.277
H -0.450 -2.080 -3.938
H 0.286 -4.932 -2.360
H -1.255 -5.804 -3.147
H -2.250 -6.146 -0.610
H -0.469 -6.894 -0.785
H -0.660 -5.186 0.053
C 2.428 6.425 1.893
C 1.791 7.434 2.616
C 0.446 7.716 2.383
C -0.267 6.982 1.435
C 0.369 5.970 0.715
C 1.717 5.694 0.941
H 3.478 6.207 2.072
H 2.345 8.001 3.360
H -0.048 8.506 2.942
H -1.317 7.198 1.257
H -0.187 5.397 -0.023
H 2.213 4.910 0.376
C -6.964 -3.131 2.269
C -6.824 -4.456 1.857
C -6.010 -4.766 0.768
C -5.327 -3.752 0.097
C -5.464 -2.427 0.511
C -6.286 -2.116 1.594
H -7.601 -2.890 3.116
H -7.351 -5.248 2.385
H -5.907 -5.798 0.443
H -4.689 -3.994 -0.749
H -4.931 -1.637 -0.011
H -6.396 -1.083 1.914
C 5.520 0.094 -6.111
C 6.349 0.575 -7.124
C 5.978 1.703 -7.854
C 4.780 2.357 -7.564
C 3.952 1.879 -6.549
C 4.320 0.745 -5.825
H 5.809 -0.788 -5.545
H 7.286 0.069 -7.345
H 6.621 2.074 -8.648
H 4.492 3.240 -8.130
H 3.020 2.389 -6.322
H 3.672 0.369 -5.038
C -7.345 -6.788 6.732
C -7.205 -8.113 6.320
C -6.391 -8.423 5.231
C -5.709 -7.408 4.559
C -5.845 -6.084 4.974
C -6.667 -5.772 6.057
H -7.982 -6.546 7.579
H -7.732 -8.904 6.847
H -6.288 -9.454 4.905
H -5.070 -7.650 3.713
H -5.312 -5.293 4.451
H -6.777 -4.740 6.376
C 10.511 1.167 -3.997
C 9.443 1.678 -4.732
C 8.143 1.581 -4.235
C 7.914 0.981 -2.997
C 8.983 0.474 -2.259
C 10.281 0.562 -2.761
H 11.524 1.239 -4.386
H 9.622 2.151 -5.694
H 7.310 1.973 -4.812
H 6.902 0.910 -2.607
H 8.804 0.008 -1.293
H 11.113 0.162 -2.188
*
```

---

The following is a DFT calculation (ωB97M-V/def2-TZVPD) of a molecular structure, C47H58LaO6PS2Si2 at a distorted geometry.

Properties
- E_HOMO (eV) = -1.54
- frontier orbital gap (eV) = 5.4996
- electronic energy (eV) = -109545.805

Geometry as ORCA input:
```
! wB97M-V def2-TZVPD RIJCOSX def2/J DEFGRID3
* xyz -2 1
La -1.266 -0.003 -0.017
C -3.880 3.314 -1.011
Si -3.686 1.775 0.086
C -4.153 2.457 1.808
C -5.301 0.769 -0.374
C -6.515 1.461 -0.553
C -7.698 0.822 -0.904
C -7.707 -0.557 -1.079
C -6.528 -1.268 -0.885
C -5.319 -0.639 -0.533
Si -3.729 -1.670 -0.228
C -4.054 -2.314 1.548
C -4.009 -3.245 -1.257
H -4.885 3.747 -0.930
H -3.702 3.078 -2.068
H -3.154 4.079 -0.715
H -5.127 2.963 1.781
H -3.398 3.188 2.129
H -4.206 1.660 2.559
H -6.536 2.539 -0.419
H -8.609 1.399 -1.045
H -8.621 -1.073 -1.358
H -6.551 -2.349 -1.009
H -4.974 -2.913 1.577
H -4.176 -1.481 2.252
H -3.221 -2.937 1.905
H -4.865 -3.825 -0.886
H -3.125 -3.892 -1.206
H -4.191 -3.007 -2.313
C 2.371 -4.628 2.759
C 3.064 -3.705 1.777
C 4.533 -4.005 1.589
O 2.386 -3.805 0.533
C 1.881 -2.513 0.143
C 1.828 -1.801 1.487
O 2.948 -2.360 2.190
C 1.875 -0.251 1.515
O 1.194 0.236 0.420
C 1.177 0.176 2.831
C 0.236 1.199 2.807
C -0.438 1.594 3.964
C -0.172 0.969 5.170
C 0.774 -0.054 5.210
C 1.442 -0.444 4.058
C 3.343 0.247 1.524
C 3.917 0.938 2.584
C 5.230 1.404 2.525
C 5.998 1.195 1.393
C 5.432 0.522 0.312
C 4.126 0.063 0.383
C 0.487 -2.663 -0.569
O -0.549 -2.233 0.241
C 0.411 -1.856 -1.905
C -0.717 -2.092 -2.705
C -0.933 -1.386 -3.881
C -0.029 -0.407 -4.284
C 1.076 -0.141 -3.491
C 1.291 -0.854 -2.311
C 0.299 -4.152 -0.927
C -0.625 -4.908 -0.222
C -0.809 -6.256 -0.521
C -0.069 -6.859 -1.530
C 0.858 -6.102 -2.242
C 1.034 -4.759 -1.941
H 2.384 -5.654 2.383
H 1.331 -4.316 2.875
H 2.870 -4.592 3.731
H 4.666 -5.033 1.245
H 5.067 -3.868 2.532
H 4.944 -3.317 0.848
H 2.607 -2.068 -0.532
H 0.899 -2.118 1.960
H 0.047 1.740 1.886
H -1.167 2.395 3.901
H -0.697 1.268 6.070
H 0.991 -0.555 6.147
H 2.176 -1.241 4.104
H 3.337 1.136 3.477
H 5.638 1.950 3.368
H 7.017 1.562 1.341
H 6.007 0.364 -0.593
H 3.701 -0.421 -0.483
H -1.446 -2.828 -2.385
H -1.821 -1.588 -4.467
H -0.202 0.158 -5.192
H 1.766 0.647 -3.763
H 2.108 -0.558 -1.673
H -1.203 -4.411 0.548
H -1.543 -6.831 0.031
H -0.218 -7.905 -1.769
H 1.439 -6.558 -3.036
H 1.757 -4.173 -2.502
C 0.970 3.347 -3.345
C 0.493 4.763 -3.085
C -1.012 4.917 -3.232
O 1.015 5.236 -1.826
P 0.285 5.182 -0.377
S -0.962 6.674 -0.166
S -0.397 3.358 -0.048
O 1.581 5.478 0.524
C 2.884 4.855 0.480
C 2.936 3.438 -0.059
C 3.809 5.788 -0.284
H 0.606 3.010 -4.322
H 0.597 2.674 -2.572
H 2.062 3.300 -3.346
H 0.970 5.421 -3.813
H -1.554 4.223 -2.586
H -1.279 4.711 -4.273
H -1.327 5.927 -2.970
H 3.188 4.829 1.527
H 2.596 3.396 -1.093
H 2.320 2.748 0.514
H 3.975 3.098 -0.018
H 3.496 5.844 -1.329
H 4.837 5.417 -0.238
H 3.770 6.793 0.140
*
```

---

The following is a DFT calculation (ωB97M-V/def2-TZVPD) of a molecular structure, C47H59BN10RuTe at a distorted geometry.

Properties
- E_HOMO (alpha / beta) (eV) = -7.22 / -7.62
- expectation value of S² = 6.0207
- frontier orbital gap (alpha / beta) (eV) = 7.6704 / 6.2332
- electronic energy (eV) = -75151.402

Geometry as ORCA input:
```
! wB97M-V def2-TZVPD RIJCOSX def2/J DEFGRID3
* xyz 0 5
Ru -0.288 -0.535 -0.367
C -0.817 -2.587 -4.015
C -1.010 -3.266 -2.705
C -1.623 -4.517 -2.548
C -1.567 -4.777 -1.203
N -0.938 -3.748 -0.605
N -0.619 -2.810 -1.517
B -0.834 -3.532 0.911
N 0.468 -2.834 1.403
C 1.335 -3.380 2.277
C 2.074 -2.374 2.849
C 1.587 -1.196 2.271
C 1.921 0.193 2.668
N 0.642 -1.495 1.387
N -1.992 -2.589 1.262
C -3.141 -2.861 1.893
C -3.917 -1.726 1.875
C -3.159 -0.772 1.190
C -3.513 0.642 0.927
N -2.002 -1.319 0.814
N -0.921 -4.869 1.611
C -0.239 -5.993 1.282
C -0.405 -6.903 2.294
C -1.208 -6.236 3.239
C -1.681 -6.756 4.550
N -1.499 -5.021 2.814
H -0.256 -3.237 -4.684
H -0.290 -1.645 -3.918
H -1.786 -2.392 -4.472
H -2.050 -5.128 -3.318
H -1.942 -5.605 -0.637
H 1.387 -4.436 2.449
H 2.858 -2.464 3.574
H 2.992 0.362 2.609
H 1.604 0.353 3.698
H 1.400 0.896 2.023
H -3.309 -3.823 2.332
H -4.895 -1.596 2.287
H -4.003 1.077 1.797
H -4.192 0.715 0.077
H -2.610 1.204 0.702
H 0.309 -6.067 0.363
H -0.013 -7.898 2.363
H -1.904 -7.819 4.478
H -2.568 -6.216 4.869
H -0.906 -6.622 5.306
C -2.628 4.055 -3.127
C -3.701 4.157 -2.051
C -4.737 3.041 -2.209
C -3.230 4.179 -0.609
C -4.054 4.910 0.243
C -3.841 4.982 1.604
C -2.757 4.320 2.137
C -1.898 3.592 1.331
C -0.682 2.976 1.979
C 0.215 4.125 2.454
C -1.033 2.030 3.136
C -2.126 3.510 -0.054
N -1.289 2.682 -0.818
C -0.224 3.096 -1.360
C 0.645 2.406 -2.323
C 0.785 3.153 -3.500
C 1.676 2.831 -4.499
C 2.565 1.789 -4.278
C 2.482 1.068 -3.112
C 1.475 1.267 -2.139
N 1.439 0.387 -1.075
C 2.716 0.060 -0.544
C 3.346 -1.204 -0.647
C 4.482 -1.445 0.125
C 5.086 -0.478 0.889
C 4.591 0.808 0.820
C 3.430 1.097 0.125
C 2.987 2.549 0.111
C 3.679 3.293 -1.039
C 3.331 3.308 1.397
C 3.074 -2.376 -1.584
C 2.506 -3.577 -0.823
C 2.199 -2.117 -2.800
H -3.071 4.251 -4.102
H -2.187 3.062 -3.154
H -1.856 4.801 -2.951
H -4.218 5.110 -2.215
H -4.266 2.075 -2.044
H -5.154 3.053 -3.213
H -5.546 3.174 -1.494
H -4.891 5.444 -0.185
H -4.508 5.547 2.237
H -2.565 4.376 3.197
H -0.129 2.392 1.232
H -0.322 4.775 3.140
H 0.533 4.728 1.605
H 1.094 3.741 2.963
H -1.944 2.336 3.644
H -0.221 2.024 3.861
H -1.173 1.014 2.769
H 0.069 4.149 -1.233
H 0.156 4.020 -3.634
H 1.719 3.413 -5.404
H 3.328 1.555 -5.004
H 3.213 0.302 -2.919
H 4.928 -2.429 0.081
H 5.959 -0.708 1.482
H 5.116 1.594 1.337
H 1.903 2.590 -0.024
H 4.755 3.262 -0.890
H 3.363 4.334 -1.053
H 3.462 2.855 -2.006
H 4.393 3.532 1.439
H 3.058 2.750 2.288
H 2.808 4.261 1.400
H 4.068 -2.667 -1.954
H 2.613 -4.484 -1.417
H 3.007 -3.726 0.131
H 1.452 -3.407 -0.641
H 1.286 -1.609 -2.492
H 1.937 -3.072 -3.253
H 2.710 -1.524 -3.553
Te -1.869 0.237 -2.187
*
```